Entry 1:
22
Properties=species:S:1:pos:R:3 method="wB97M-V/def2-TZVPD" relative_energy_ev=1.3208 lumo_ev=3.303 gap_ev=6.2 homo_ev=-2.9 max_force_ev_per_a=2.28 energy_ha=-404.1060 total_charge=-1
C -1.805 1.118 -0.073
O -1.931 1.894 -1.153
C -0.357 0.833 0.399
C -0.124 -0.656 0.751
C 0.876 -1.493 -0.078
C 3.195 -2.154 0.006
N 2.264 -1.035 0.116
H -2.321 1.571 0.856
H -2.455 0.195 -0.052
H -0.040 1.606 1.103
H 0.285 1.066 -0.471
H 0.394 -0.770 1.721
H -1.140 -1.050 0.774
H 0.660 -1.325 -1.142
H 0.709 -2.555 0.147
H 4.160 -1.796 -0.388
H 2.886 -2.809 -0.810
H 3.314 -2.678 0.959
H 2.294 -0.593 1.029
H -4.315 3.425 -0.934
H -2.892 3.279 -1.329
O -3.658 3.925 -1.430

***

Entry 2:
10
Properties=species:S:1:pos:R:3 method="wB97M-V/def2-TZVPD" relative_energy_ev=0.0000 lumo_ev="-4.365 / -6.536" gap_ev="8.6 / 7.0" homo_ev="-13.0 / -13.5" spin_multiplicity=2 max_force_ev_per_a=4.73 energy_ha=-553.7572 total_charge=+1
C 1.095 -0.189 1.276
C 0.059 0.114 1.960
O 1.851 -0.178 0.335
Li 1.706 -0.181 -1.531
H -0.053 0.395 3.002
C -0.354 0.772 -1.838
C -0.986 -0.245 -1.448
O -1.526 -0.890 -0.536
Al -1.436 -1.263 1.222
H -0.355 1.666 -2.443